Entry 1:
A 2-piece molecular cluster, C4H8 overall, computed with ωB97M-V with the def2-TZVPD basis set.

Last column: natural (NBO) charge in e.
Atoms and positions in Å:
H (-0.369, 1.617, -0.246)  0.242
H (2.638, -0.129, -0.114)  0.224
H (1.154, 0.267, -1.028)  0.205
H (-1.592, 1.617, 1.095)  0.241
H (1.604, -1.450, -0.790)  0.219
H (-1.054, -0.659, -1.007)  0.245
C (-1.386, -0.339, -0.022)  -0.588
H (1.093, -0.511, 0.634)  0.220
C (-0.414, -0.197, 1.115)  0.117
C (1.625, -0.450, -0.353)  -0.780
C (-0.972, 1.019, 0.432)  -0.587
H (-2.328, -0.786, 0.284)  0.241

For the HOMO-LUMO gap, the calculation gives 0.32861 Ha.



Entry 2:
C4H8BBr2ClGaO2 as an isolated structure, computed with ωB97M-V with the def2-TZVPD basis set.

Last column: natural (NBO) charge in e.
Atoms and positions in Å:
Br (-0.441, -2.441, -1.158)  -0.005
H (-2.782, 0.439, 1.579)  0.245
B (1.807, 0.780, -0.800)  0.707
Br (-3.683, -2.501, -0.304)  -0.048
O (2.452, 1.986, -0.947)  -0.908
Cl (0.079, 0.891, 2.267)  -0.617
H (3.725, -0.023, 0.521)  0.170
H (-0.973, 2.099, -0.452)  -0.324
C (-2.558, -0.951, -0.026)  -0.114
C (3.310, -0.833, -0.068)  -0.248
H (4.133, -1.418, -0.458)  0.172
Ga (-0.153, 0.791, -0.023)  0.773
C (-3.268, 0.178, 0.649)  -0.674
H (-4.315, -0.050, 0.790)  0.215
H (2.669, -1.464, 0.541)  0.181
O (2.568, -0.321, -1.176)  -0.767
H (-3.216, 1.046, 0.004)  0.235
C (-1.271, -0.893, -0.365)  -0.483
H (1.916, 2.684, -0.573)  0.488

For the HOMO-LUMO gap, the calculation gives 0.28898 Ha. As for the charge: -1.



Entry 3:
A 2-piece molecular cluster, C4H8BClF2O7PS overall, computed with ωB97M-V with the def2-TZVPD basis set.

Last column: natural (NBO) charge in e.
Atoms and positions in Å:
F (0.452, 2.474, -0.324)  -0.342
O (2.212, -1.645, 2.582)  -0.930
O (-1.125, 1.169, 1.622)  -0.705
C (-0.395, 1.426, -0.567)  0.279
O (1.024, 1.578, -2.945)  -0.973
H (0.986, 0.644, 2.166)  0.265
O (-3.493, 1.007, 0.901)  -0.887
S (-2.378, 1.880, 0.936)  2.555
C (-0.379, 0.444, 0.616)  0.579
H (1.887, -2.175, 3.313)  0.495
P (-0.226, 0.678, -2.324)  1.056
O (-2.512, 3.181, 1.491)  -0.909
C (0.591, -0.889, -1.946)  -1.027
F (-1.160, -0.605, 0.231)  -0.323
B (1.243, -1.466, 1.599)  1.150
H (1.271, -1.106, -2.772)  0.244
H (1.128, -0.921, -1.004)  0.226
H (-0.205, -1.656, -1.893)  0.335
O (-1.721, 1.980, -0.516)  -0.705
H (1.783, 0.417, 0.638)  0.267
C (0.941, 0.066, 1.242)  -0.850
H (0.652, 2.333, -3.408)  0.488
O (0.770, -2.536, 0.930)  -0.911
H (-0.166, -2.673, 0.723)  0.555
Cl (-1.179, -3.606, -1.291)  -0.934

For the HOMO-LUMO gap, the calculation gives 0.26700 Ha. As for the charge: -1.



Entry 4:
An isolated ion of composition C4H8BClNO4 and charge -1, computed with ωB97M-V with the def2-TZVPD basis set.

Last column: natural (NBO) charge in e.
Atoms and positions in Å:
H (2.803, 1.307, 1.097)  0.221
O (0.790, -0.741, 0.280)  -0.758
H (2.122, -0.560, -1.503)  0.177
C (3.071, 0.323, 0.497)  -0.645
H (1.390, 1.069, -0.882)  0.187
Cl (-1.030, 2.416, -0.244)  0.075
C (1.788, 0.017, -0.520)  -0.093
C (-2.151, -0.171, 1.562)  0.707
O (-2.956, -1.312, 2.098)  -0.858
B (-0.442, -0.773, -0.533)  1.281
O (-0.419, -1.436, -1.852)  -0.983
H (4.086, 0.471, -0.066)  0.199
H (-3.182, 1.533, -0.540)  0.379
H (3.135, -0.615, 1.207)  0.226
N (-2.196, 1.225, -0.705)  -0.622
H (-2.724, -0.873, -0.531)  0.250
H (-0.504, -2.437, -1.767)  0.502
C (-1.913, -0.134, -0.060)  -0.522
O (-1.667, 0.690, 2.461)  -0.722

Its SMILES is CCOB(O)[C@H](NCl)C(=O)[O-]. For the HOMO-LUMO gap, the calculation gives 0.25235 Ha. As for the charge: -1.



Entry 5:
One molecule with the formula C4H8BN, computed with ωB97M-V with the def2-TZVPD basis set.

Last column: natural (NBO) charge in e.
Atoms and positions in Å:
H (-1.857, 0.446, -1.034)  0.212
C (-0.746, -1.186, -0.843)  -0.185
H (0.171, -2.674, -1.720)  0.187
H (0.070, 2.218, 2.497)  0.247
C (-0.922, 0.196, -0.465)  -0.397
B (-0.095, 0.681, 0.711)  0.835
H (-1.184, -2.118, -0.375)  0.208
H (1.511, 1.583, 2.112)  0.237
H (0.409, 0.570, 3.060)  0.236
H (0.955, 0.840, -1.429)  0.420
C (0.147, -1.566, -1.664)  -0.421
N (0.376, 0.896, -0.595)  -0.808
C (0.476, 1.250, 2.177)  -0.956
H (0.686, -1.136, -2.432)  0.185

Its SMILES is C=C[C@@H]1NB1C. For the HOMO-LUMO gap, the calculation gives 0.37974 Ha.



Entry 6:
C4H8Br3FO3S as an isolated structure, computed with ωB97M-V with the def2-TZVPD basis set.

Last column: natural (NBO) charge in e.
Atoms and positions in Å:
O (3.167, 0.500, 0.055)  -0.919
S (2.256, 0.648, -1.132)  1.680
Br (1.753, -0.554, 2.557)  0.128
C (0.257, -1.327, 3.513)  -0.499
O (0.718, 0.483, -0.517)  -0.695
H (3.347, 2.324, -1.914)  0.498
H (0.379, -1.604, -0.806)  0.200
H (-1.454, 1.074, -2.441)  0.162
Br (-0.913, 0.033, 4.241)  0.085
H (0.132, -0.556, -2.290)  0.184
C (-1.504, -0.398, -0.781)  -0.466
O (2.424, 2.252, -1.616)  -0.876
H (-1.482, -0.230, 0.328)  0.246
C (-2.004, 0.920, -1.484)  0.049
H (-2.127, -1.297, -0.996)  0.225
Br (-0.714, -2.606, 2.427)  0.065
H (-3.096, 0.840, -1.738)  0.170
F (-1.825, 1.982, -0.581)  -0.364
H (0.666, -1.877, 4.353)  0.222
C (0.021, -0.609, -1.177)  -0.093

For the HOMO-LUMO gap, the calculation gives 0.37541 Ha.



Entry 7:
C4H8BrClNO3S as an isolated structure, computed with ωB97M-V with the def2-TZVPD basis set.

Last column: natural (NBO) charge in e.
Atoms and positions in Å:
H (1.084, 0.912, 1.350)  0.219
C (1.263, 0.625, 0.353)  -0.287
Cl (2.246, -1.541, 1.450)  0.122
C (-0.351, -0.215, -1.545)  -0.662
O (-2.819, 0.714, -0.076)  -1.018
Br (4.312, 0.240, -0.537)  -0.245
H (0.457, -0.989, -1.925)  0.202
H (-0.197, 0.698, -2.094)  0.239
H (-1.945, -1.112, 0.640)  0.286
H (-0.500, -1.258, 1.640)  0.236
H (-1.243, -0.552, -1.831)  0.219
S (-1.564, 1.240, 0.406)  2.407
O (-1.205, 2.459, -0.295)  -1.022
H (1.469, 1.550, -0.149)  0.254
O (-1.381, 1.353, 1.840)  -1.026
N (2.101, -0.458, 0.105)  -0.311
H (-0.435, -2.211, 0.049)  0.208
C (-0.831, -1.341, 0.676)  -0.710
C (-0.459, -0.115, -0.057)  -0.111

For the HOMO-LUMO gap (alpha / beta), the calculation gives 0.26082 / 0.24598 Ha. As for the charge: -1.



Entry 8:
One molecule with the formula C4H8BrF, computed with ωB97M-V with the def2-TZVPD basis set.

Last column: natural (NBO) charge in e.
Atoms and positions in Å:
H (0.870, 1.023, 1.545)  0.207
C (-0.399, -0.214, 0.206)  -0.239
H (-0.543, -1.559, -1.435)  0.218
C (0.914, 0.457, 0.676)  -0.611
C (-1.691, 0.841, 0.190)  0.250
H (1.700, -0.242, 0.826)  0.215
C (-0.134, -0.642, -1.209)  -0.623
H (-0.290, 0.044, -1.979)  0.226
H (0.914, -0.758, -1.226)  0.208
H (-1.971, 1.360, 1.072)  0.181
H (1.249, 1.135, -0.060)  0.205
Br (-3.455, -0.200, 0.143)  -0.129
H (-0.628, -1.038, 0.907)  0.224
F (-1.652, 1.603, -0.893)  -0.332

Its SMILES is CC(C)[C@@H](F)Br. For the HOMO-LUMO gap, the calculation gives 0.40398 Ha.